Entry 1:
{"formula": "C33H29Cl3MgO4PS3Sb", "method": "the ωB97M-V functional and the def2-TZVPD basis", "lumo_energy_ev": 4.288, "largest_force_ev_per_a": 6.19, "total_energy_ev": -134230.07999, "gap_ev": 6.03, "total_charge": -2, "species": ["Mg", "Cl", "C", "C", "C", "Cl", "C", "O", "C", "Cl", "C", "H", "H", "S", "C", "C", "C", "C", "C", "C", "S", "H", "H", "H", "H", "O", "S", "O", "O", "C", "C", "C", "C", "C", "C", "P", "C", "C", "C", "C", "C", "C", "C", "C", "C", "C", "C", "C", "H", "H", "H", "H", "H", "H", "H", "H", "H", "H", "H", "H", "H", "H", "C", "Sb", "C", "C", "H", "H", "H", "H", "H", "H", "H", "H", "H"], "xyz": [[6.19326, 12.15006, 13.28533], [8.27370, 12.89472, 19.91194], [7.27195, 13.40830, 18.53725], [7.81907, 14.26197, 17.67177], [7.27186, 14.35378, 16.43373], [8.04525, 15.44157, 15.29574], [6.26622, 13.46728, 15.99039], [5.91203, 13.33194, 14.74805], [5.65019, 12.70750, 17.06090], [4.32543, 11.65898, 16.53013], [6.16801, 12.63861, 18.31037], [8.66000, 14.87507, 17.89217], [5.85532, 11.94582, 19.09505], [5.60872, 9.89770, 12.70482], [6.72546, 8.85338, 13.61930], [6.43821, 7.44842, 13.53894], [7.31946, 6.50161, 14.12522], [8.40735, 6.97361, 14.79855], [8.71675, 8.24477, 14.89283], [7.82778, 9.29591, 14.37190], [8.21670, 11.05984, 14.54082], [5.64068, 7.18442, 12.85067], [7.07438, 5.41798, 13.94134], [8.95826, 6.21560, 15.33341], [9.67533, 8.64510, 15.37727], [4.05271, 15.12269, 11.00962], [5.03805, 14.78966, 12.00405], [5.00049, 13.27071, 12.14199], [6.55249, 15.05589, 10.93589], [6.71813, 14.39630, 9.79742], [6.17131, 14.95054, 8.62753], [6.52302, 14.33146, 7.40526], [7.30869, 13.22584, 7.34219], [7.85519, 12.68210, 8.52835], [7.60370, 13.26013, 9.74438], [8.11812, 12.61496, 11.44802], [9.45549, 13.81312, 12.03617], [9.63162, 15.01232, 11.35422], [10.46864, 15.97933, 11.87997], [11.07944, 15.81580, 13.09770], [10.86121, 14.55529, 13.78387], [10.08711, 13.57149, 13.25118], [9.15494, 11.18434, 10.97772], [10.42268, 11.35196, 10.41372], [11.23183, 10.27425, 10.15550], [10.90970, 8.96884, 10.55882], [9.66840, 8.78203, 11.15436], [8.76908, 9.85934, 11.30814], [5.44192, 15.80785, 8.74731], [6.11897, 14.61770, 6.43816], [7.62176, 12.82855, 6.38874], [8.45086, 11.77792, 8.51781], [9.16363, 15.13225, 10.35340], [10.62138, 16.88864, 11.31525], [11.73605, 16.56215, 13.59180], [11.51266, 14.46084, 14.63556], [9.94000, 12.70903, 13.83580], [10.81604, 12.31461, 10.21464], [12.16037, 10.53215, 9.70410], [11.65384, 8.18373, 10.32008], [9.29280, 7.85960, 11.50633], [7.67932, 9.77260, 11.81577], [11.17577, 10.42595, 19.53748], [10.49291, 10.97482, 17.49059], [12.03531, 9.75390, 16.55850], [8.85658, 9.63496, 17.70762], [10.98635, 9.43807, 19.84413], [10.68047, 11.14092, 20.17976], [12.24935, 10.77838, 19.64270], [12.23129, 8.66285, 16.73068], [12.95935, 10.26188, 16.73800], [11.98049, 9.76097, 15.43192], [8.36434, 9.93670, 18.62123], [9.20269, 8.60005, 17.81297], [8.10356, 9.75700, 16.93547]], "lowdin_charge": [0.171, 0.589, -0.675, -0.199, -0.555, 0.719, -0.471, -0.249, -0.540, 0.661, -0.171, 0.096, 0.109, 0.544, -0.711, -0.132, -0.136, -0.205, -0.150, -0.615, 0.557, 0.069, 0.096, 0.091, 0.093, -0.453, 0.870, -0.538, -0.304, -0.416, -0.004, -0.125, -0.127, -0.085, -0.253, 1.120, -0.321, -0.093, -0.122, -0.096, -0.119, -0.146, -0.367, -0.119, -0.118, -0.093, -0.077, -0.082, 0.127, 0.088, 0.085, 0.093, 0.111, 0.091, 0.097, 0.090, 0.009, 0.093, 0.079, 0.098, 0.083, 0.040, -0.361, 1.223, -0.403, -0.381, -0.032, -0.065, 0.002, 0.012, -0.048, 0.002, -0.021, 0.013, -0.043]}



Entry 2:
{"formula": "C47H58ClN6O7P2", "method": "the ωB97M-V functional and the def2-TZVPD basis", "lumo_energy_ev": -3.202, "largest_force_ev_per_a": 3.43, "total_energy_ev": -104046.28295, "gap_ev": 7.76, "total_charge": 1, "species": ["C", "C", "C", "C", "C", "C", "C", "C", "C", "C", "N", "C", "N", "C", "P", "N", "N", "C", "C", "O", "C", "C", "N", "C", "C", "C", "Cl", "P", "N", "O", "O", "H", "H", "H", "H", "H", "H", "H", "H", "H", "H", "H", "H", "H", "H", "H", "H", "H", "H", "H", "H", "H", "H", "H", "H", "H", "H", "H", "H", "H", "H", "H", "H", "H", "H", "H", "H", "H", "H", "H", "H", "H", "H", "C", "C", "C", "C", "C", "C", "C", "O", "C", "C", "C", "C", "C", "C", "C", "O", "H", "H", "H", "H", "H", "H", "H", "H", "C", "C", "C", "C", "C", "C", "C", "O", "C", "C", "C", "C", "C", "C", "C", "O", "H", "H", "H", "H", "H", "H", "H", "H"], "xyz": [[9.84474, 0.04019, 2.95798], [8.51636, 0.45104, 2.23940], [8.64766, 1.94927, 1.80169], [7.52969, 2.25969, 0.75216], [6.38044, 3.13571, 1.38255], [5.03089, 2.38184, 1.14874], [4.64780, 2.49786, -0.37993], [3.18459, 2.98715, -0.61184], [2.22918, 1.90113, -1.14466], [2.33523, 0.52569, -0.38692], [1.01316, -0.11854, -0.40022], [-0.00786, 0.08668, 0.44278], [-1.18498, -0.55054, 0.31715], [-1.93611, -0.12042, 1.33881], [-3.67251, -0.74242, 1.56805], [-3.78331, -1.87517, 2.65448], [-1.23511, 0.73332, 2.05692], [-1.82064, 1.32488, 3.26365], [-2.24451, 2.81315, 3.12223], [-3.63947, 2.97901, 3.09100], [-4.08993, 4.09931, 3.84980], [-3.42441, 5.44810, 3.47783], [-0.01257, 0.91944, 1.51714], [0.94225, 1.82087, 2.15322], [1.63984, 1.15917, 3.39883], [1.65174, 2.21047, 4.54225], [2.60589, 3.67582, 4.06077], [0.70929, -1.27150, -1.71423], [0.50930, -2.67171, -1.09519], [-0.57404, -0.79075, -2.61237], [1.94837, -1.34213, -2.74864], [10.47473, -0.54288, 2.27322], [9.59111, -0.57378, 3.83445], [10.41040, 0.92539, 3.27903], [7.63038, 0.35019, 2.88726], [8.37783, -0.19862, 1.36137], [9.66065, 2.16155, 1.42502], [8.53751, 2.53494, 2.72934], [7.92547, 2.72342, -0.16667], [7.11199, 1.29099, 0.43145], [6.37348, 4.12304, 0.89694], [6.52248, 3.24914, 2.46900], [4.27504, 2.85927, 1.79206], [5.16198, 1.30563, 1.34899], [5.30213, 3.29511, -0.77107], [4.91754, 1.59036, -0.94156], [2.83280, 3.50344, 0.29685], [3.23282, 3.77037, -1.38948], [1.16581, 2.18577, -1.17369], [2.53373, 1.69625, -2.18703], [2.76203, 0.65154, 0.62026], [3.09089, -0.05188, -0.93638], [-4.10662, -1.23935, 0.31196], [-4.42126, 0.38949, 1.98160], [-4.17819, -2.68602, 2.17675], [-1.04850, 1.26973, 4.05010], [-2.67147, 0.75080, 3.65696], [-1.75976, 3.37503, 3.94357], [-1.81345, 3.22563, 2.18697], [-5.16330, 4.20206, 3.62021], [-4.05209, 3.92894, 4.94225], [-2.98512, 5.46785, 2.47130], [-4.09051, 6.30733, 3.63490], [-2.58284, 5.61140, 4.17904], [0.38286, 2.67816, 2.56287], [1.69041, 2.24550, 1.48299], [2.69581, 0.92475, 3.20259], [1.06567, 0.30515, 3.78909], [0.63343, 2.58523, 4.73526], [2.04888, 1.81272, 5.48202], [0.58850, -2.62635, -0.08417], [-0.61154, -1.43749, -3.34303], [1.87222, -0.61931, -3.40027], [-1.53305, 2.70218, -2.89757], [-0.64482, 3.76669, -2.99113], [-0.48778, 4.45177, -4.18334], [-1.21960, 4.06490, -5.30005], [-2.09512, 2.98026, -5.21680], [-2.25645, 2.30700, -4.01029], [-2.84919, 2.52045, -6.41589], [-3.61201, 1.57918, -6.33894], [-2.64044, 3.23090, -7.70332], [-3.29259, 2.78093, -8.84555], [-3.11600, 3.44311, -10.04958], [-2.29375, 4.56392, -10.11684], [-1.63682, 5.01394, -8.98319], [-1.79955, 4.34511, -7.77559], [-1.06210, 4.81696, -6.57567], [-0.34055, 5.79113, -6.62946], [-1.65565, 2.17584, -1.95724], [-0.07136, 4.06249, -2.11983], [0.20459, 5.28123, -4.24771], [-2.94386, 1.47364, -3.94285], [-3.93522, 1.91166, -8.79605], [-3.62092, 3.08803, -10.93894], [-2.16291, 5.08386, -11.05733], [-0.99436, 5.88289, -9.03906], [-5.48086, -11.56477, 1.35261], [-5.31539, -11.58989, 2.73418], [-4.79312, -10.48830, 3.39201], [-4.42260, -9.35979, 2.67002], [-4.56676, -9.34373, 1.28054], [-5.10716, -10.44536, 0.62720], [-4.13126, -8.16492, 0.48687], [-4.25917, -8.14633, -0.72044], [-3.52638, -7.00857, 1.20169], [-3.06124, -5.92087, 0.47092], [-2.50827, -4.83275, 1.12586], [-2.42510, -4.82159, 2.51645], [-2.88187, -5.90532, 3.24807], [-3.42509, -7.00547, 2.59351], [-3.88023, -8.17781, 3.38940], [-3.80414, -8.16888, 4.60103], [-5.89757, -12.42353, 0.84161], [-5.59680, -12.47054, 3.29758], [-4.67011, -10.50797, 4.46695], [-5.23178, -10.43005, -0.44760], [-3.12734, -5.92597, -0.60944], [-2.14100, -3.98789, 0.55314], [-1.99967, -3.96711, 3.02624], [-2.81246, -5.89780, 4.32803]], "lowdin_charge": [-0.110, -0.257, -0.215, -0.194, -0.188, -0.210, -0.181, -0.195, -0.172, -0.162, -0.062, -0.315, 0.162, -0.326, 0.793, -0.285, -0.026, -0.057, -0.208, -0.154, -0.246, -0.074, 0.078, -0.108, -0.197, -0.545, 0.584, 0.530, -0.135, -0.153, -0.117, 0.071, 0.066, 0.067, 0.102, 0.097, 0.107, 0.104, 0.109, 0.086, 0.108, 0.102, 0.057, 0.101, 0.106, 0.114, 0.096, 0.114, 0.091, 0.116, 0.110, 0.118, 0.038, 0.015, -0.032, 0.116, 0.131, 0.125, 0.131, 0.123, 0.126, 0.080, 0.083, 0.072, 0.106, 0.091, 0.107, 0.120, 0.055, 0.085, -0.015, 0.096, 0.093, -0.077, -0.076, 0.003, -0.076, -0.076, -0.002, -0.278, 0.109, -0.085, 0.003, -0.048, -0.048, 0.004, -0.085, -0.277, 0.113, 0.092, 0.096, 0.123, 0.121, 0.123, 0.111, 0.112, 0.123, -0.052, -0.052, 0.001, -0.084, -0.084, 0.001, -0.278, 0.107, -0.081, 0.000, -0.077, -0.088, 0.003, -0.079, -0.277, 0.109, 0.109, 0.110, 0.122, 0.122, 0.121, 0.092, 0.088, 0.122]}



Entry 3:
{"formula": "C11H14Si", "method": "the ωB97M-V functional and the def2-TZVPD basis", "multiplicity": 3, "lumo_energy_ev": [0.890, -2.824], "largest_force_ev_per_a": 4.77, "total_energy_ev": -19505.46529, "gap_ev": [6.16, 6.28], "s_squared": 2.043, "species": ["C", "C", "C", "C", "C", "C", "C", "C", "C", "C", "C", "Si", "H", "H", "H", "H", "H", "H", "H", "H", "H", "H", "H", "H", "H", "H"], "xyz": [[1.33912, -2.08219, 1.51775], [0.18151, -2.66114, 1.27806], [1.63008, -0.78250, 1.03230], [-0.78484, -1.93917, 0.50569], [0.74547, -0.03312, 0.16100], [-0.55977, -0.68212, 0.08557], [0.75674, 2.26736, -1.00700], [1.36481, 1.22189, -0.42174], [-1.81670, -0.02731, -0.67723], [2.87996, 1.21578, -0.51727], [-3.10287, -0.01437, 0.15944], [-1.10808, 1.80644, -1.09011], [2.00552, -2.47436, 2.27256], [0.04339, -3.76078, 1.40485], [2.63000, -0.46138, 1.27730], [-1.79049, -2.43224, 0.56659], [1.31304, 3.00016, -1.47621], [3.09516, 2.22455, -0.89081], [3.33025, 0.42617, -1.11500], [3.48143, 1.08318, 0.42075], [-3.19527, 0.97274, 0.70685], [-3.03420, -0.73308, 0.93279], [-4.05047, -0.29928, -0.45749], [-1.48250, 1.85929, -2.66141], [-2.04983, -0.49354, -1.68621], [-1.82147, 2.79899, -0.32102]], "mulliken_spin": [-0.138, 0.458, 0.480, 0.109, 0.373, 0.173, 0.411, -0.032, 0.003, 0.038, 0.009, 0.026, -0.003, 0.018, 0.049, -0.001, 0.025, 0.001, -0.014, 0.005, -0.002, -0.004, -0.001, 0.007, 0.006, 0.001]}